1.
The following is a quantum chemistry calculation of C3H4O3Zn as an isolated structure, from the OMol25 dataset.

Properties
strongest force on any atom: 2.88 eV/Å
energy relative to the best compared isomer or geometry (same formula, charge and spin): 93.4 kcal per mole
total charge: +1
2S+1: 2
DFT total energy: -57721.5157 eV
frontier orbital gap (alpha / beta): 6.23 / 7.38 eV
M: 153.45 g mol⁻¹

Cartesian coordinates (Å):
C -2.00516 -0.76952 0.11750
C -0.81645 -1.50075 0.16804
O 0.31380 -0.67205 0.29109
C 1.54292 -1.01560 -0.05312
O 2.10536 0.19762 -0.15302
Zn 0.36570 1.38601 -0.03748
H -2.75629 -1.12236 -0.59266
H -2.39530 -0.45528 1.09845
H 3.06701 0.17961 -0.26180
O -1.44611 1.33311 -0.25569
H -2.11588 1.78600 0.25924



2.
The following is a quantum chemistry calculation of a 2-piece molecular cluster, C3H4O4 overall, from the OMol25 dataset.

Properties
strongest force on any atom: 3.26 eV/Å
energy relative to the best compared isomer or geometry (same formula, charge and spin): 38.0 kcal per mole
DFT total energy: -11364.3642 eV
SMILES string: O[C@@H]1CO1.O=C=O
frontier orbital gap: 11.04 eV
M: 104.06 g mol⁻¹

Cartesian coordinates (Å):
O -0.95427 1.13975 1.29509
C 0.34330 1.23775 0.73444
C 0.43318 0.80141 -0.69702
O 0.95532 0.03254 0.34672
H -1.24412 0.25321 1.13130
H 1.07504 2.01878 1.22756
H -0.48102 0.18469 -0.98411
H 1.13418 0.93077 -1.53737
O -1.22796 -1.69938 0.12262
C -0.41869 -2.21108 -0.50353
O 0.38506 -2.68842 -1.13570



3.
The following is a quantum chemistry calculation of one molecule with the formula C3H4O4, from the OMol25 dataset.

Properties
strongest force on any atom: 2.60 eV/Å
energy relative to the best compared isomer or geometry (same formula, charge and spin): 19.7 kcal per mole
DFT total energy: -11365.1596 eV
SMILES string: O=C[C@@H](O)C(=O)O
frontier orbital gap: 10.85 eV
M: 104.06 g mol⁻¹

Cartesian coordinates (Å):
O 0.88402 2.36939 -0.27126
C 0.68263 1.35051 0.38292
C -0.47371 0.38117 0.18530
O -1.39068 0.77935 -0.82453
C -0.01068 -1.04358 -0.07534
O -0.76167 -1.98719 -0.26169
O 1.32207 -1.21957 -0.13070
H 1.34770 1.10293 1.22981
H -1.01786 0.37249 1.13684
H -2.01982 0.04506 -0.94953
H 1.43802 -2.15061 -0.42183



4.
The following is a quantum chemistry calculation of C3H4O5 as an isolated structure, from the OMol25 dataset.

Properties
strongest force on any atom: 9.25 eV/Å
energy relative to the best compared isomer or geometry (same formula, charge and spin): 111.2 kcal per mole
DFT total energy: -13409.0198 eV
frontier orbital gap: 10.21 eV
M: 120.06 g mol⁻¹

Cartesian coordinates (Å):
C -0.04468 -0.32100 -0.67603
C -1.25205 -0.10085 0.04507
C 1.18735 0.57753 -0.12709
H 0.24420 -1.59848 0.61410
H -0.22573 -0.10564 -1.74619
H -2.31607 1.10788 0.66534
H 1.96202 -1.18508 -0.03204
O 0.27126 -1.60640 -0.59935
O -2.11346 0.94568 -0.53882
O -1.38655 -0.76869 1.20970
O 2.23201 -0.28313 0.30552
O 1.12072 1.81845 0.25384



5.
The following is a quantum chemistry calculation of C3H4OS as an isolated structure, from the OMol25 dataset.

Properties
strongest force on any atom: 8.54 eV/Å
energy relative to the best compared isomer or geometry (same formula, charge and spin): 98.8 kcal per mole
DFT total energy: -16053.8263 eV
frontier orbital gap: 8.62 eV
M: 88.13 g mol⁻¹

Cartesian coordinates (Å):
C 0.14362 -0.04191 0.76375
C -0.01247 1.05137 -0.25475
C 0.03473 -0.95887 -0.48900
H -1.17607 1.34356 -0.00416
H 1.01702 1.80897 -0.05357
H 0.57415 -2.09322 -0.48447
H -1.26039 -1.09290 -0.48415
O 0.16231 0.07436 -1.27335
S 0.51709 -0.09136 2.27969



6.
The following is a quantum chemistry calculation of a 2-piece molecular cluster, C3H4OS overall, from the OMol25 dataset.

Properties
strongest force on any atom: 5.12 eV/Å
energy relative to the best compared isomer or geometry (same formula, charge and spin): 71.7 kcal per mole
2S+1: 3
DFT total energy: -16052.1685 eV
frontier orbital gap (alpha / beta): 6.99 / 7.64 eV
M: 88.13 g mol⁻¹

Cartesian coordinates (Å):
C -2.08014 2.04716 0.51989
C 1.70874 -0.92254 -0.45416
C 1.14968 -2.06597 -0.57914
O -3.06628 1.39018 0.22112
S 2.73737 0.03352 0.08489
H -1.10498 2.65044 -0.15018
H 0.29339 -2.57054 -1.02372
H -1.55178 2.16202 1.46653
H 1.91401 -2.72426 -0.08523



7.
The following is a quantum chemistry calculation of a 2-piece molecular cluster, C3H4OS overall, from the OMol25 dataset.

Properties
strongest force on any atom: 4.35 eV/Å
energy relative to the best compared isomer or geometry (same formula, charge and spin): 10.8 kcal per mole
2S+1: 3
DFT total energy: -16054.8084 eV
frontier orbital gap (alpha / beta): 7.74 / 8.22 eV
M: 88.13 g mol⁻¹

Cartesian coordinates (Å):
C 1.55251 -2.09879 -1.73629
C -0.56654 -0.83522 0.75508
C 0.07275 0.11795 -0.20878
O 0.90992 -2.91116 -2.18581
S -0.95771 -2.37089 0.53535
H -0.53829 -0.23623 1.71416
H 1.15408 0.31178 -0.00369
H -0.57496 0.92761 -0.24889
H -0.02010 -0.24298 -1.24122



8.
The following is a quantum chemistry calculation of C3H4OS2 as an isolated structure, from the OMol25 dataset.

Properties
strongest force on any atom: 4.76 eV/Å
energy relative to the best compared isomer or geometry (same formula, charge and spin): 65.4 kcal per mole
DFT total energy: -26891.0542 eV
frontier orbital gap: 9.62 eV
M: 120.20 g mol⁻¹

Cartesian coordinates (Å):
C -0.60648 0.66660 1.09031
C -0.48380 0.53861 -0.44977
C 0.44104 -0.56666 -0.07784
O 0.34222 -0.35975 1.28877
S -1.08513 -1.10898 -0.90005
S 2.02398 -1.11177 -0.69491
H -0.24958 1.55302 1.33723
H -1.46772 0.43521 1.56286
H -0.35867 1.32521 -1.28263
H 1.44413 -1.37148 -1.87397



9.
The following is a quantum chemistry calculation of a 3-piece molecular cluster, C3H4OS2 overall, from the OMol25 dataset.

Properties
strongest force on any atom: 5.19 eV/Å
energy relative to the best compared isomer or geometry (same formula, charge and spin): 147.2 kcal per mole
DFT total energy: -26887.5041 eV
frontier orbital gap: 7.55 eV
M: 120.20 g mol⁻¹

Cartesian coordinates (Å):
C 0.69802 -0.86084 0.12310
C -0.08561 0.52656 -0.03193
C -1.69175 0.52060 0.02350
H 2.34154 0.96539 -1.15046
H 0.14579 -1.86354 -0.26301
H 0.34936 -0.87397 1.31579
H -2.25307 1.69118 0.80651
O 0.49045 1.48649 -0.31214
S 2.58722 -0.72456 -0.19130
S -2.58194 -0.86731 -0.32006



10.
The following is a quantum chemistry calculation of one molecule with the formula C3H4OS2, from the OMol25 dataset.

Properties
strongest force on any atom: 5.62 eV/Å
energy relative to the best compared isomer or geometry (same formula, charge and spin): 103.3 kcal per mole
DFT total energy: -26889.4073 eV
frontier orbital gap (alpha / beta): 7.46 / 6.68 eV
M: 120.20 g mol⁻¹

Cartesian coordinates (Å):
C -0.58487 1.03964 0.55876
C -0.88082 0.90541 -0.72343
C -0.03594 -0.09958 -1.51049
O 1.28021 -1.29210 3.83068
S 0.40078 0.49501 1.78501
S 0.75750 -1.53668 2.50143
H -1.64647 1.33031 -1.17717
H 0.43875 0.44993 -2.44234
H -0.56250 -0.99299 -1.89048
H 0.83337 -0.29896 -0.93197



11.
The following is a quantum chemistry calculation of a 2-piece molecular cluster, C3H4P2 overall, from the OMol25 dataset.

Properties
strongest force on any atom: 5.49 eV/Å
energy relative to the best compared isomer or geometry (same formula, charge and spin): 97.9 kcal per mole
DFT total energy: -21746.9815 eV
frontier orbital gap: 9.05 eV
M: 102.01 g mol⁻¹

Cartesian coordinates (Å):
C -0.09111 -0.94860 -0.32368
C -0.99094 -0.04505 0.36468
C 0.55815 0.21025 0.39955
P 0.78266 0.17228 -1.42442
P -0.31826 0.45791 1.97208
H 0.17387 -2.07764 -0.29349
H -1.45442 1.03094 -0.53565
H 1.98012 -0.58362 -1.73804
H -0.64008 1.78353 1.57896



12.
The following is a quantum chemistry calculation of a 2-piece molecular cluster, C3H4S overall, from the OMol25 dataset.

Properties
strongest force on any atom: 3.65 eV/Å
energy relative to the best compared isomer or geometry (same formula, charge and spin): 99.6 kcal per mole
DFT total energy: -14005.2615 eV
frontier orbital gap: 8.56 eV
M: 72.13 g mol⁻¹

Cartesian coordinates (Å):
C -1.89443 -0.60994 0.27024
C -1.46383 0.42144 -0.18711
C 1.32855 0.74089 -0.22759
S 2.26756 -0.46196 0.26890
H -2.49241 -1.43732 0.49871
H -0.95305 1.05738 -0.77442
H 1.97444 1.48215 -0.78946
H 1.23316 -1.19265 0.94073



13.
The following is a quantum chemistry calculation of a 2-piece molecular cluster, C3H4S overall, from the OMol25 dataset.

Properties
strongest force on any atom: 3.43 eV/Å
energy relative to the best compared isomer or geometry (same formula, charge and spin): 120.9 kcal per mole
DFT total energy: -14004.3375 eV
frontier orbital gap (alpha / beta): 5.65 / 5.65 eV
M: 72.13 g mol⁻¹

Cartesian coordinates (Å):
C -2.31791 -1.25402 -0.06457
C -1.55565 -0.21986 -0.07873
C 0.89146 0.70763 -0.03021
S -3.28046 0.34599 -0.04104
H -2.63837 -2.26506 -0.05614
H 0.61818 1.61914 0.45348
H 0.97634 0.68381 -1.09511
H 1.23646 -0.12214 0.54658



14.
The following is a quantum chemistry calculation of a 2-piece molecular cluster, C3H4S overall, from the OMol25 dataset.

Properties
strongest force on any atom: 4.92 eV/Å
energy relative to the best compared isomer or geometry (same formula, charge and spin): 124.1 kcal per mole
DFT total energy: -14004.1991 eV
frontier orbital gap (alpha / beta): 6.78 / 6.78 eV
M: 72.13 g mol⁻¹

Cartesian coordinates (Å):
C 0.17208 0.25942 -0.15588
C -1.64532 1.03775 0.53860
C 1.29245 -0.65136 -0.05569
S 0.86660 0.11467 -1.67144
H -2.20293 0.96533 -0.37849
H -1.80959 0.33796 1.33696
H 2.24488 -0.34989 0.36014
H 1.08182 -1.71387 0.02579



15.
The following is a quantum chemistry calculation of C3H4S2 as an isolated structure, from the OMol25 dataset.

Properties
strongest force on any atom: 5.52 eV/Å
energy relative to the best compared isomer or geometry (same formula, charge and spin): 84.9 kcal per mole
DFT total energy: -24841.9591 eV
frontier orbital gap: 7.86 eV
M: 104.20 g mol⁻¹

Cartesian coordinates (Å):
C 1.12791 -0.75651 -0.74850
C 0.21526 -0.48401 0.01927
C -1.04109 0.02493 0.43397
S -2.02325 -1.42862 0.72955
S -1.58948 1.51010 0.92403
H 1.83844 -1.22216 -1.24999
H 1.34857 1.79955 0.09953
H -1.15438 -2.02551 -0.10347
H 1.27802 2.58224 -0.10439



16.
The following is a quantum chemistry calculation of a 2-piece molecular cluster, C3H4S2 overall, from the OMol25 dataset.

Properties
strongest force on any atom: 2.83 eV/Å
energy relative to the best compared isomer or geometry (same formula, charge and spin): 56.5 kcal per mole
DFT total energy: -24843.1927 eV
SMILES string: C=C=S.C=S
frontier orbital gap: 8.27 eV
M: 104.20 g mol⁻¹

Cartesian coordinates (Å):
C 1.22773 -0.66432 -1.17315
C 1.18259 0.19605 -0.20642
S 1.28788 1.16977 1.01969
H 0.41680 -1.48471 -1.24937
H 2.06906 -0.82473 -1.82348
C -1.50423 0.42587 0.78619
S -1.97718 0.00339 2.23982
H -1.78588 1.35062 0.33471
H -0.91677 -0.17194 0.07203



17.
The following is a quantum chemistry calculation of one molecule with the formula C3H4S2, from the OMol25 dataset.

Properties
strongest force on any atom: 3.44 eV/Å
energy relative to the best compared isomer or geometry (same formula, charge and spin): 19.0 kcal per mole
DFT total energy: -24844.8190 eV
SMILES string: S=C[C@H]1CS1
frontier orbital gap: 8.37 eV
M: 104.20 g mol⁻¹

Cartesian coordinates (Å):
S 1.70700 1.18795 -2.54210
C 1.19503 0.88126 -1.03799
C -0.17270 0.55241 -0.70129
C -0.52394 -0.10015 0.59563
S -0.96207 1.63503 0.52098
H 1.88807 0.94488 -0.20184
H -0.84379 0.14645 -1.60058
H -1.36458 -0.77946 0.57210
H 0.25820 -0.37887 1.28747



18.
The following is a quantum chemistry calculation of one molecule with the formula C3H4S2, from the OMol25 dataset.

Properties
strongest force on any atom: 3.61 eV/Å
energy relative to the best compared isomer or geometry (same formula, charge and spin): 21.6 kcal per mole
2S+1: 3
DFT total energy: -24841.7590 eV
frontier orbital gap (alpha / beta): 8.23 / 6.62 eV
M: 104.20 g mol⁻¹

Cartesian coordinates (Å):
C -1.05200 -0.17705 0.23402
C -0.11374 0.87068 -0.22298
C 0.39024 -0.25935 0.67408
S -2.71428 -0.54394 -0.11240
S 1.63230 -1.32501 0.04113
H 0.35098 0.77703 -1.23275
H -0.15334 1.84180 0.07485
H 0.61579 0.03132 1.74522
H 1.04406 -1.21549 -1.20118



19.
The following is a quantum chemistry calculation of one molecule with the formula C3H4S3, from the OMol25 dataset.

Properties
strongest force on any atom: 4.43 eV/Å
energy relative to the best compared isomer or geometry (same formula, charge and spin): 46.4 kcal per mole
DFT total energy: -35679.4633 eV
SMILES string: S=CCSC=S
frontier orbital gap: 7.93 eV
M: 136.27 g mol⁻¹

Cartesian coordinates (Å):
S 2.99076 -0.49790 -0.44395
C 1.36664 -0.48431 -0.05448
C 0.61105 0.34667 0.83150
S -0.54272 1.27329 -0.24999
C -1.82044 0.34869 -0.68703
S -2.32413 -1.16078 -0.10255
H 0.87047 -1.30492 -0.49343
H 1.26954 1.00326 1.24966
H -0.03198 -0.40422 1.46093
H -2.38920 0.88024 -1.51066



20.
The following is a quantum chemistry calculation of one molecule with the formula C3H4S3, from the OMol25 dataset.

Properties
strongest force on any atom: 3.19 eV/Å
energy relative to the best compared isomer or geometry (same formula, charge and spin): 45.7 kcal per mole
DFT total energy: -35679.4943 eV
SMILES string: S=C[C@@H]1S[C@@H]1S
frontier orbital gap: 8.44 eV
M: 136.27 g mol⁻¹

Cartesian coordinates (Å):
S -2.60873 -0.30628 0.31187
C -1.18060 0.06797 0.87957
C -0.09777 -0.21441 0.01160
S 1.52792 -0.45631 0.74093
C 0.91668 0.85898 -0.25721
S 0.52851 2.58570 0.24617
H -1.04162 0.70811 1.87118
H -0.29641 -0.93374 -0.70810
H 1.15909 0.80309 -1.29997
H 1.15032 2.92595 -0.87212